1.
Density functional theory data (ωB97M-V with the def2-TZVPD basis set) for a structure of composition C26H20F5N3O3PReSSe.

* total charge: +1
* spin multiplicity: 4
* LUMO (alpha / beta): -3.77 / -4.84 eV
* max |F|: 0.01208 hartree/bohr

```
61
Properties=species:S:1:pos:R:3:forces:R:3
Re -0.25120 0.72234 -0.13455 0.02 -0.14 -0.16
O -4.17307 1.62467 0.74733 -0.14 0.03 0.07
C -3.21910 1.27429 0.12857 0.53 0.10 0.31
O -1.95682 1.36893 0.64717 -0.42 -0.15 -0.26
C -3.28288 0.68862 -1.27030 -0.03 -0.08 -0.05
P -1.88736 -0.44835 -1.48159 0.08 -0.08 -0.14
C -2.26396 -1.94834 -0.55552 0.06 -0.07 0.00
C -1.50576 -3.09320 -0.82102 0.00 -0.02 0.06
C -1.71976 -4.24844 -0.08820 -0.02 0.04 0.02
C -2.67820 -4.26466 0.91839 0.01 -0.01 -0.03
C -3.42059 -3.12648 1.19532 0.01 0.03 0.00
C -3.21573 -1.96435 0.46462 -0.04 -0.04 -0.04
C -1.67476 -0.88715 -3.20513 0.05 0.11 -0.08
C -2.41865 -1.92621 -3.76470 -0.05 0.03 -0.02
C -2.28377 -2.21513 -5.11274 0.00 0.00 0.02
C -1.41463 -1.47110 -5.90038 0.02 0.01 -0.01
C -0.67456 -0.43519 -5.34673 -0.04 -0.02 0.04
C -0.79957 -0.14291 -3.99656 0.00 -0.07 -0.02
H -3.13953 1.50299 -1.98553 -0.02 -0.01 -0.04
H -4.25215 0.22856 -1.44895 -0.05 0.04 -0.01
H -0.75301 -3.08261 -1.59996 -0.02 0.00 -0.01
H -1.13957 -5.13582 -0.30313 0.00 0.01 0.00
H -2.85002 -5.17087 1.48431 0.01 0.01 0.00
H -4.16573 -3.13938 1.97948 0.00 0.00 -0.02
H -3.81812 -1.09349 0.69159 0.01 -0.01 -0.01
H -3.09795 -2.50755 -3.15348 0.01 0.00 0.00
H -2.85682 -3.02261 -5.54861 0.01 0.01 0.00
H -1.31061 -1.70446 -6.95201 0.00 0.01 0.01
H 0.00252 0.14176 -5.96261 0.00 -0.01 0.02
H -0.20914 0.65225 -3.56179 0.00 0.01 0.00
F 6.85553 0.30512 -1.82855 -0.07 0.00 0.01
C 5.58823 0.05000 -1.53948 0.17 0.04 -0.04
C 4.85583 0.93887 -0.77607 0.07 0.11 0.02
F 5.42705 2.05132 -0.32184 -0.04 -0.02 -0.01
C 3.53562 0.66506 -0.47614 -0.03 0.13 0.13
F 2.88804 1.55963 0.28203 0.00 -0.08 0.02
C 2.90748 -0.49159 -0.91252 -0.11 -0.10 -0.21
S 1.26455 -1.01634 -0.53965 -0.10 0.08 0.30
C 3.67197 -1.36615 -1.68222 -0.04 -0.08 -0.09
F 3.12965 -2.49344 -2.14354 -0.01 0.04 0.03
C 4.99010 -1.10936 -1.99742 0.07 -0.10 -0.09
F 5.68142 -1.96595 -2.73971 -0.02 0.03 0.03
Se 1.70322 3.65344 -3.39162 -0.01 -0.04 0.03
C 1.02644 2.58934 -2.22658 0.05 -0.02 0.02
N 0.55440 1.83817 -1.42983 -0.01 0.08 -0.14
N 0.49981 1.48641 1.63269 -0.02 0.24 0.31
C 0.59579 2.07428 2.62826 0.16 0.03 0.01
N 0.72900 2.75126 3.71864 -0.02 0.04 0.18
C -0.44683 2.99429 4.59861 0.17 -0.01 -0.19
C -0.35761 2.04237 5.77353 0.07 -0.04 0.09
O 0.88206 2.18901 6.44106 0.00 0.01 -0.02
C 1.98267 1.87438 5.60902 -0.07 -0.02 0.09
C 2.03673 2.81487 4.42218 -0.17 0.02 -0.15
H -1.36001 2.86122 4.02189 0.00 -0.02 -0.01
H -0.37869 4.02794 4.93473 -0.01 0.03 -0.01
H -0.48147 1.00822 5.42756 -0.01 -0.02 0.00
H -1.13887 2.26595 6.49670 0.00 -0.01 0.03
H 1.91168 0.83572 5.26214 0.00 -0.03 0.00
H 2.88154 1.98231 6.21250 0.00 -0.01 0.02
H 2.83299 2.56353 3.72444 -0.01 -0.02 -0.01
H 2.16223 3.84401 4.75590 0.02 0.03 -0.01
```
Forces are in eV/Å.

Results of the Mulliken charge analysis, in e, for atoms 1 through 8:
1. Re 0.98
2. O -0.56
3. C 0.38
4. O -0.56
5. C -0.71
6. P 1.24
7. C 0.67
8. C -0.34

***

2.
Density functional theory data (ωB97M-V with the def2-TZVPD basis set) for an isolated molecule of C26H20N2O4.

* spin multiplicity: 1
* LUMO: -0.36 eV
* max |F|: 0.01850 hartree/bohr
* relative energy (zero: lowest compared OMol25 entry of this formula, charge and spin): 0.000 eV
* structure (SMILES): Cc1ccc2c(c1)[C@@H](c1ccccc1)N(C(=O)c1cc3ccccc3oc1=O)CC(=O)N2

```
52
Properties=species:S:1:pos:R:3:forces:R:3
C -3.48756 -4.29673 -1.15997 -0.09 0.02 -0.01
C -3.12342 -3.08725 -0.35562 0.04 0.02 0.03
C -3.47623 -2.99493 0.98635 0.01 0.09 -0.11
C -3.15016 -1.87677 1.72756 0.08 0.10 -0.03
C -2.45851 -0.82210 1.14061 0.02 -0.33 -0.24
C -2.13232 -0.88128 -0.21458 -0.03 0.07 0.08
C -2.45675 -2.01820 -0.93840 -0.04 -0.03 0.18
C -1.43113 0.28112 -0.87159 -0.05 -0.19 -0.31
C -2.15540 1.60114 -0.69990 -0.06 0.18 -0.21
C -3.54211 1.62970 -0.61451 0.02 0.02 -0.07
C -4.20889 2.83343 -0.47608 -0.09 -0.07 -0.01
C -3.49774 4.02021 -0.42772 0.02 0.12 0.01
C -2.11830 3.99768 -0.53449 -0.05 0.09 -0.02
C -1.44697 2.79624 -0.67554 -0.08 -0.09 -0.10
N -0.06831 0.35783 -0.36984 -0.31 0.17 -0.15
C 0.94434 0.05161 -1.20548 0.16 -0.01 0.09
O 0.78142 -0.32239 -2.35134 0.08 -0.12 -0.25
C 2.33394 0.20212 -0.65458 0.37 -0.34 -0.11
C 3.15265 -0.85546 -0.47746 -0.47 0.48 -0.06
C 4.51374 -0.65850 -0.08055 0.31 0.45 0.10
C 5.41588 -1.70463 0.14207 -0.06 0.21 -0.01
C 6.71460 -1.43604 0.50778 0.08 -0.11 0.02
C 7.14145 -0.11846 0.65877 -0.11 -0.02 -0.03
C 6.27278 0.93038 0.44488 -0.29 0.12 -0.08
C 4.95582 0.66502 0.07505 0.42 -0.85 0.10
O 4.13102 1.71793 -0.12728 0.08 0.29 0.02
C 2.82582 1.57282 -0.48801 -0.43 0.20 -0.04
O 2.15921 2.56582 -0.64062 0.21 -0.29 0.03
C 0.13891 0.61237 1.04005 0.43 0.06 0.34
C -1.06912 1.12511 1.82475 0.31 -0.01 0.15
O -1.00789 2.13720 2.48536 0.16 0.12 0.08
N -2.14663 0.30443 1.91105 -0.55 -0.14 0.42
H -2.85265 -4.38425 -2.03766 0.02 -0.07 -0.07
H -3.39426 -5.20096 -0.56246 0.01 -0.10 -0.02
H -4.52238 -4.22297 -1.49559 -0.05 -0.08 -0.07
H -4.00962 -3.80862 1.45532 -0.05 -0.10 0.06
H -3.42578 -1.81309 2.77003 0.01 -0.01 0.13
H -2.18997 -2.06109 -1.98442 0.05 0.00 -0.14
H -1.33145 0.07499 -1.94594 -0.04 -0.01 0.31
H -4.10149 0.70514 -0.65472 -0.05 -0.06 0.03
H -5.28698 2.84265 -0.40543 -0.08 0.01 0.01
H -4.01906 4.95897 -0.31286 -0.03 0.08 0.02
H -1.55633 4.91858 -0.50665 0.05 0.09 0.01
H -0.37114 2.79573 -0.76567 0.15 -0.03 0.04
H 2.79340 -1.86304 -0.63446 -0.08 -0.08 -0.06
H 5.07415 -2.72140 0.01912 -0.03 -0.11 -0.01
H 7.40697 -2.24611 0.67752 0.05 -0.07 0.01
H 8.16207 0.08436 0.94453 0.08 0.04 0.03
H 6.58471 1.95647 0.55480 0.04 0.12 0.02
H 0.91407 1.37181 1.17439 -0.22 -0.10 0.05
H 0.46172 -0.31450 1.54106 -0.06 0.16 0.00
H -2.84016 0.59790 2.58838 0.15 0.11 -0.12
```
Forces are in eV/Å.

Results of the Mulliken charge analysis, in e, for atoms 1 through 8:
1. C -1.59
2. C 0.53
3. C -0.68
4. C -0.83
5. C 0.21
6. C 0.34
7. C -0.91
8. C 0.00

***

3.
Density functional theory data (ωB97M-V with the def2-TZVPD basis set) for a structure of composition C26H21AuCl2N4O5S7 at a distorted geometry.

* total charge: -2
* spin multiplicity: 1
* LUMO: 3.51 eV
* max |F|: 0.02915 hartree/bohr
* relative energy (zero: lowest compared OMol25 entry of this formula, charge and spin): 1.828 eV

```
66
Properties=species:S:1:pos:R:3:forces:R:3
Au -2.13098 -0.28858 -0.29726 -0.98 -0.24 -0.59
O 4.30102 -1.33973 1.88637 -0.19 0.16 -0.15
S 3.23620 -2.03069 1.18546 0.21 -0.05 0.13
O 3.34464 -3.47193 1.22401 -0.21 0.06 -0.22
N 1.77375 -1.50497 1.62927 1.16 -0.84 0.44
C 1.16252 -0.85302 0.66641 -0.70 0.66 -0.43
O 0.04444 -0.32435 0.76935 0.54 -0.13 -0.11
C 1.97217 -0.74881 -0.60335 0.12 -0.04 -0.36
C 1.64787 -0.07187 -1.76525 0.11 -0.10 0.14
C 2.51721 -0.14834 -2.84337 -0.15 0.10 0.02
C 3.69701 -0.87294 -2.75572 0.16 -0.05 0.04
C 4.04470 -1.50786 -1.56862 0.26 -0.16 -0.08
C 3.16982 -1.42913 -0.51250 -0.51 0.05 0.60
H 0.73298 0.49539 -1.81567 -0.05 0.08 0.05
H 2.26357 0.35430 -3.76743 0.00 0.02 -0.09
H 4.35443 -0.93787 -3.61460 0.02 0.01 0.01
H 4.96773 -2.05923 -1.47327 0.13 -0.04 -0.04
C -2.86317 -0.11841 -6.67125 0.41 -0.39 0.33
S -1.56794 -0.88952 -5.61944 -0.17 0.17 -0.30
C -2.58555 -1.82323 -4.54266 -0.12 -0.17 0.04
C -2.44696 -1.83485 -3.18952 -0.59 -0.13 -0.39
S -1.20006 -1.03958 -2.34934 0.33 -0.17 0.65
S -3.65722 -2.81550 -2.34358 0.12 0.05 -0.66
C -4.46675 -3.44521 -3.75380 0.40 0.27 0.04
S -5.73467 -4.47898 -3.71197 -0.35 -0.28 0.07
S -3.79101 -2.88737 -5.25240 0.05 0.08 0.54
H -2.36457 0.65972 -7.23808 0.01 0.11 -0.13
H -3.63871 0.31100 -6.04456 -0.06 0.06 0.02
H -3.28079 -0.86631 -7.33951 -0.10 0.09 -0.08
Cl 1.36611 1.51779 5.80232 0.04 0.15 0.26
C 2.29961 1.73565 4.35804 -0.08 -0.01 -0.09
C 3.64727 2.00734 4.49011 0.11 -0.03 -0.14
C 4.40277 2.31412 3.37258 -0.02 0.08 0.05
C 3.78181 2.41257 2.13917 0.01 -0.02 0.10
C 2.44072 2.12120 2.01767 0.06 -0.09 0.10
Cl 1.68709 2.29528 0.46991 -0.01 0.36 -0.01
C 1.65738 1.69389 3.10848 0.45 0.18 0.09
N 0.34156 1.37809 2.95094 -0.49 0.32 -0.34
C -0.28799 0.24642 3.50310 -0.20 -0.47 0.30
C 0.44360 -0.77587 4.09477 -0.15 0.01 -0.02
C -0.20090 -1.88978 4.59546 0.01 0.01 0.10
C -1.57845 -1.98931 4.52015 -0.03 -0.11 0.07
C -2.30445 -0.98380 3.90660 0.01 -0.03 -0.04
C -1.67811 0.13186 3.37118 0.19 -0.03 0.13
C -2.48050 1.19708 2.67800 -0.38 0.04 -0.20
C -3.82025 0.66659 2.11744 0.33 0.44 0.35
O -4.83574 0.77975 2.79438 -0.31 0.10 0.45
O -3.81259 0.14911 0.95538 0.51 -0.39 -0.69
H 4.09321 1.98613 5.47245 0.01 -0.02 0.09
H 5.46143 2.50100 3.45968 0.10 0.03 0.04
H 4.33833 2.70487 1.26286 0.02 -0.02 -0.11
H -0.00382 1.55141 2.01009 0.19 -0.04 0.16
H 1.52194 -0.73344 4.10395 -0.01 0.01 0.00
H 0.38193 -2.69192 5.02471 0.07 -0.07 0.04
H -2.08723 -2.85817 4.91824 -0.02 -0.04 0.00
H -3.37955 -1.05992 3.82952 -0.09 -0.01 -0.04
H -1.92503 1.61863 1.83689 -0.01 0.06 0.03
H -2.70335 1.99861 3.39033 0.03 0.01 -0.13
N -2.40767 1.68310 -3.39821 0.15 0.10 -0.14
C -1.36062 2.24523 -2.74109 -0.47 0.45 -0.25
N -0.21176 2.36462 -3.45621 0.14 -0.22 -0.20
S -1.50757 2.89005 -1.23190 0.04 0.25 0.52
H -2.14992 0.99273 -4.09507 -0.13 -0.08 0.06
H -3.16576 1.40665 -2.78946 0.12 -0.03 0.01
H -0.05890 1.70699 -4.20783 0.07 -0.02 0.04
H 0.59374 2.65329 -2.92237 -0.08 -0.09 -0.07
```
Forces are in eV/Å.

Results of the Mulliken charge analysis, in e, for atoms 1 through 8:
1. Au 0.57
2. O -0.69
3. S 1.15
4. O -0.76
5. N -0.12
6. C -0.96
7. O -0.01
8. C 0.47

***

4.
Density functional theory data (ωB97M-V with the def2-TZVPD basis set) for a structure of composition C26H21BF7LiN5O5S2Sb at a distorted geometry.

* total charge: -1
* spin multiplicity: 2
* LUMO (alpha / beta): 1.99 / 1.99 eV
* max |F|: 0.02052 hartree/bohr
* relative energy (zero: lowest compared OMol25 entry of this formula, charge and spin): 2.401 eV

```
69
Properties=species:S:1:pos:R:3:forces:R:3
Li 0.97188 -0.56257 -0.20724 0.11 -0.01 0.11
N 3.48958 0.91036 0.42243 0.07 0.05 -0.05
C 3.21423 1.06723 -0.88912 -0.01 -0.04 0.00
N 2.02197 0.88886 -1.39162 0.13 -0.02 -0.04
C 1.98196 1.28504 -2.70960 0.03 0.11 -0.06
C 3.13693 1.71992 -3.24879 -0.02 -0.01 0.03
S 4.37663 1.66814 -2.04309 0.03 0.02 0.03
C 0.62168 1.24334 -3.27316 -0.11 0.04 0.03
C -0.22564 2.27501 -3.24126 0.08 -0.04 -0.01
S -1.88061 1.74900 -3.26864 -0.08 0.19 -0.08
C -1.37961 0.09285 -3.27275 -0.15 -0.19 -0.07
N -0.02646 -0.00465 -3.41777 0.18 -0.10 0.12
N -2.25219 -0.85241 -3.08638 0.20 0.14 -0.63
H 2.68835 0.64645 0.99556 -0.05 0.00 0.06
H 4.36882 0.49382 0.68007 -0.01 -0.05 0.00
H 3.33515 2.01912 -4.26337 -0.01 0.00 0.00
H 0.03835 3.29594 -3.02700 0.00 0.00 0.01
H -2.77310 -0.62273 -2.00573 -0.17 -0.37 0.97
H -1.82255 -1.77113 -3.05629 -0.03 -0.01 0.04
C -5.44865 1.50386 2.48867 0.02 0.00 -0.01
C -4.24788 2.27369 3.02150 -0.01 0.00 0.01
C -4.33879 2.41716 4.53507 0.01 0.00 -0.01
C -3.21386 3.29654 5.04625 0.00 0.00 0.00
C -1.88560 2.82358 4.51791 0.01 0.00 0.00
C -0.70910 3.18691 5.21720 0.00 0.01 -0.01
C 0.49672 2.71642 4.74694 0.02 0.00 0.00
F 1.62551 3.06740 5.42621 -0.01 -0.02 -0.01
C 0.62186 1.91175 3.64293 -0.01 0.01 0.03
C -0.54349 1.53915 2.91933 0.00 -0.02 -0.07
C -0.42016 0.72838 1.75883 0.12 0.01 0.06
O 0.73756 0.30904 1.37230 -0.11 0.03 0.03
C -1.66934 0.44293 1.05119 -0.13 -0.01 0.02
C -2.84304 0.92270 1.53785 0.01 0.00 0.03
N -2.96813 1.64512 2.67901 -0.03 0.01 -0.01
C -1.80309 2.02526 3.39569 0.03 0.01 0.02
C -1.76922 -0.32628 -0.20995 0.15 -0.02 0.07
O -2.93859 -0.46531 -0.75336 -0.12 0.25 -0.39
O -0.74790 -0.79651 -0.74771 -0.12 -0.06 -0.15
H -6.35487 1.94285 2.90779 0.00 0.00 0.00
H -5.39988 0.45675 2.79323 0.00 0.00 0.00
H -5.53692 1.54399 1.40419 0.00 0.00 0.00
H -4.26004 3.28663 2.58990 0.02 -0.01 0.00
H -4.27353 1.41962 4.98103 0.00 0.00 0.00
H -5.31355 2.83619 4.79485 0.00 0.00 -0.01
H -3.19210 3.28975 6.13921 0.00 -0.01 0.00
H -3.39776 4.33591 4.74844 0.00 0.00 0.01
H -0.75362 3.80375 6.10450 0.00 0.00 0.00
H 1.58563 1.54949 3.32026 0.00 0.01 -0.01
H -3.74705 0.70375 0.99724 -0.01 0.01 -0.01
F 2.02770 -2.14702 -0.54033 -0.01 0.06 0.08
Sb 3.63709 -3.01099 0.09577 -0.01 -0.04 -0.08
F 4.57084 -1.85021 -1.08170 0.05 0.03 0.03
F 5.24630 -3.81449 0.65352 0.07 -0.05 -0.03
F 3.81258 -1.73110 1.47619 -0.07 0.04 -0.04
F 2.60681 -4.11064 1.21800 -0.04 0.03 0.04
F 3.44741 -4.27072 -1.29365 0.00 -0.02 -0.07
O 2.03868 -1.33332 -3.77672 0.01 -0.03 0.02
B 0.69083 -1.26840 -3.52623 -0.04 0.12 -0.07
O 0.06973 -2.49780 -3.55600 -0.01 -0.02 0.02
C 1.10074 -3.38580 -3.82586 0.01 -0.02 -0.01
C 1.03923 -4.74963 -3.96765 0.01 0.00 0.00
C 2.24101 -5.38944 -4.26641 0.01 0.00 0.01
C 3.42884 -4.68051 -4.40322 -0.01 -0.01 0.03
C 3.47570 -3.29797 -4.24494 0.00 -0.01 0.02
C 2.28368 -2.68166 -3.95890 -0.01 0.01 0.00
H 0.11256 -5.29132 -3.84095 0.00 0.00 0.00
H 2.25122 -6.46581 -4.37347 0.00 0.00 0.00
H 4.34515 -5.21784 -4.60603 0.00 0.00 0.00
H 4.39740 -2.73735 -4.30418 0.00 0.00 0.00
```
Forces are in eV/Å.

Results of the Mulliken charge analysis, in e, for atoms 1 through 8:
1. Li 0.99
2. N -0.30
3. C 0.16
4. N 0.07
5. C -0.45
6. C -0.23
7. S -0.29
8. C -0.51

***

Among the records above, which one has the lowest max |F|?
C26H20F5N3O3PReSSe

***

Which of these has the highest spin multiplicity?
C26H20F5N3O3PReSSe

***

What is the formula in the fourth record?
C26H21BF7LiN5O5S2Sb

***

Which value of max |F| does entry 4 give?
0.02052 hartree/bohr